The following is a DFT calculation (ωB97M-V with the def2-TZVPD basis set) of 3 unconnected molecules or ions with the total composition C35H30BNO6S2.

Structure (XYZ):
```
75
Properties=species:S:1:pos:R:3
O 3.988 0.398 3.616
C 4.625 -0.579 3.241
C 4.643 -0.958 1.813
C 3.945 -0.180 0.881
C 3.990 -0.508 -0.475
C 4.732 -1.608 -0.903
C 5.415 -2.395 0.026
C 5.365 -2.072 1.388
C 6.076 -2.920 2.366
O 6.664 -3.930 1.999
C 6.073 -2.531 3.790
C 6.774 -3.309 4.721
C 6.806 -2.930 6.064
C 6.141 -1.777 6.480
C 5.429 -1.009 5.556
C 5.391 -1.390 4.208
H 3.368 0.684 1.207
H 3.451 0.100 -1.199
H 4.778 -1.856 -1.961
H 5.988 -3.255 -0.315
H 7.301 -4.207 4.403
H 7.354 -3.533 6.785
H 6.173 -1.477 7.525
H 4.910 -0.112 5.890
O -6.299 1.846 3.965
C -5.663 2.099 2.950
C -6.205 3.031 1.940
C -7.446 3.643 2.157
C -7.947 4.555 1.227
C -7.212 4.858 0.081
C -5.984 4.236 -0.146
C -5.482 3.315 0.782
C -4.190 2.649 0.525
O -3.581 2.857 -0.518
C -3.639 1.733 1.543
C -2.396 1.123 1.326
C -1.851 0.282 2.297
C -2.542 0.049 3.486
C -3.787 0.645 3.699
C -4.340 1.485 2.723
H -8.023 3.415 3.052
H -8.909 5.033 1.399
H -7.597 5.578 -0.638
H -5.418 4.473 -1.046
H -1.849 1.304 0.402
H -0.885 -0.187 2.128
H -2.113 -0.598 4.248
H -4.322 0.455 4.628
C -1.833 1.463 -4.091
C -1.591 0.512 -5.444
C -0.529 1.228 -6.467
C -1.283 -1.057 -5.096
C 0.293 -1.441 -4.884
B 0.835 -1.293 -3.323
N 2.125 -0.480 -3.107
C 1.755 0.853 -3.211
S 1.686 2.567 -3.459
S 0.037 -2.070 -1.806
C -0.432 -3.888 -2.029
O -1.122 -1.198 -1.236
O 1.150 -2.066 -0.687
H -1.871 2.576 -4.518
H -1.014 1.307 -3.271
H -2.901 1.163 -3.686
H -2.646 0.529 -6.003
H -0.247 0.494 -7.334
H -0.950 2.262 -6.814
H 0.476 1.429 -5.855
H -1.915 -1.315 -4.118
H -1.702 -1.754 -5.968
H 1.046 -0.897 -5.595
H 0.390 -2.602 -5.140
H -1.022 -4.104 -3.030
H -1.004 -4.255 -1.064
H 0.572 -4.487 -2.081
```

Values from the calculation:
- total charge = 0
- HOMO-LUMO gap (Ha) = 0.29238
- SMILES = O=C1c2ccccc2C(=O)c2ccccc21.O=C1c2ccccc2C(=O)c2ccccc21.CC(C)CCB(N=C=S)S(C)(=O)=O
- lowest unoccupied orbital energy (eV) = -1.45
- F_max (Eh/bohr) = 0.1747

Atomic partial charges in e from the Löwdin method, atoms 1 to 6: atom 1 (O): 0.095, atom 2 (C): -0.279, atom 3 (C): -0.083, atom 4 (C): 0.017, atom 5 (C): -0.065, atom 6 (C): -0.054